Molecular formula: C30H87ClN5O20
Method: DFT, wB97M-V/def2-TZVPD

## Properties
- F_max (eV Å⁻¹) = 2.5
- LUMO level (eV) = 2.38
- HOMO-LUMO gap (eV) = 8.449
- highest occupied orbital energy (eV) = -6.072
- relative energy (zero: lowest compared OMol25 entry of this formula, charge and spin) (kcal per mole) = 50.20
- total charge = -1

Positions of all 143 atoms, in Å:
1 H -5.221832 -6.993681 -3.059957
2 H 0.017413 -2.068300 2.558446
3 H -0.338300 8.704205 -3.786309
4 H -2.191351 6.170513 -2.942109
5 H 2.967046 8.989252 -4.929204
6 O -1.191424 3.686309 -3.324094
7 C -7.216198 -1.860742 1.455010
8 C 1.561540 -0.693088 3.080334
9 H 5.411422 -0.340075 3.180775
10 N 5.416519 0.361173 -0.143441
11 H 9.103182 3.550430 -0.346054
12 H 0.813034 7.491612 -1.220427
13 C -0.694209 1.417620 5.237846
14 H -1.351051 -6.804930 3.254274
15 H 9.969187 2.017267 -0.818260
16 H -1.363557 -8.070449 -0.040649
17 C 5.253627 0.604064 1.300615
18 H 6.669840 -0.479594 -1.622018
19 H -2.818271 2.669629 -4.058624
20 H -7.853093 -2.744395 1.432289
21 H 9.670032 2.222682 0.784377
22 O 0.213213 3.524794 -1.070167
23 H 8.145773 0.221468 0.896027
24 C -2.252453 -7.439156 0.069770
25 H 0.587011 -4.258678 5.487939
26 C -3.171451 1.430976 -0.362455
27 H -0.754003 -2.074985 -4.270918
28 H -3.140895 -9.048778 -1.155096
29 H 1.739764 0.492544 -3.986358
30 C -4.432645 -0.557046 0.345562
31 H -3.771354 -1.074736 -0.367754
32 H -2.154779 4.725967 -4.883860
33 O -4.398019 -7.392025 -1.173812
34 H -2.796405 3.098286 5.276543
35 C -0.625670 -5.538691 1.725994
36 C 1.024455 -2.102577 2.984305
37 Cl 1.305314 -0.605358 -1.092498
38 H -6.145806 1.398595 -3.598478
39 N -3.721497 0.644809 0.729117
40 H -0.492440 -0.648158 4.877347
41 O 2.390701 2.427875 0.837583
42 H -0.554278 -3.739902 4.278939
43 O 0.989623 -4.627741 -2.821662
44 H 4.289762 1.088458 1.436742
45 O -4.768397 1.400435 -2.173256
46 H -3.277089 1.794632 6.304817
47 H -1.227886 2.308021 -4.861721
48 H -6.775320 1.996446 -2.027616
49 H -1.616889 -2.547163 2.149238
50 C -1.123181 -3.246866 1.475444
51 H 0.925275 -4.682135 3.808128
52 C 9.201636 2.486875 -0.175682
53 H -5.325487 -0.372862 -0.260836
54 H 0.392713 9.603798 -2.506529
55 H -0.929231 7.594863 -1.513074
56 H 6.116541 1.203541 1.609964
57 H 1.930486 -0.398390 2.093369
58 C -1.748370 2.506608 -3.922829
59 N -2.412793 -7.313978 1.521961
60 O 1.651085 8.339379 -3.476823
61 O 0.637553 -1.888176 -1.129092
62 C -1.266687 6.109916 -3.533395
63 H 2.478070 -0.573536 3.671284
64 O 8.012096 1.799660 -0.436955
65 H -1.534223 1.677690 -3.251329
66 H 2.887751 2.894967 -0.715573
67 H -0.199551 2.367462 5.005526
68 H -3.545399 -6.435357 -2.794723
69 C -4.889238 -1.375967 1.546739
70 O -5.886367 -2.364472 1.367170
71 H -3.181713 -6.658993 1.631987
72 H -0.475723 -7.698977 2.170236
73 C -5.924044 1.999339 -2.720157
74 O 2.161784 -0.495905 0.062703
75 H 2.216776 1.476880 0.733006
76 C -4.161974 2.243066 -1.189137
77 H 4.152375 -2.483236 3.765360
78 C -1.257194 4.739259 -4.249358
79 H -5.838338 3.065627 -2.958155
80 H -0.101343 3.528682 -2.002472
81 H 5.615737 -2.926563 2.938009
82 H -2.437842 2.073888 0.125662
83 H 0.180922 -5.312293 2.437809
84 H 1.412112 -4.497186 -3.675847
85 O 0.298374 0.418962 -1.045532
86 H -4.082372 -1.948617 2.010544
87 C -3.430404 -8.196891 -0.526589
88 H -0.984950 -1.218185 -3.033931
89 O 4.426857 -1.625802 1.882570
90 H -0.161970 -5.525918 0.733546
91 H -2.955977 0.459929 1.362478
92 C 0.049380 7.463671 -1.995615
93 H 0.917113 0.975054 -5.176487
94 C 6.684842 -0.225691 -0.559289
95 C 5.422563 -0.636579 2.120490
96 O 1.610354 1.254542 -4.570802
97 O -1.143904 -1.242583 -3.986363
98 H -1.283299 -3.080974 0.412522
99 H 1.490989 9.865979 -4.822248
100 H 1.647390 -2.611934 2.239973
101 H -0.886339 1.320097 6.316589
102 H 6.400316 -1.109129 1.970815
103 H -3.733637 3.101186 -1.716713
104 H -2.086275 -6.543523 -0.539146
105 O -2.021423 1.243531 4.745747
106 H -3.979693 -8.155029 -3.038236
107 H 4.142619 -3.654831 2.424299
108 C 0.513243 -3.901967 4.460300
109 H -4.965396 2.641795 -0.556419
110 C 7.999752 0.413259 -0.178067
111 O 2.204129 -0.510458 -2.221665
112 H 6.775529 -1.255960 -0.170928
113 C 0.139430 0.245704 4.842414
114 N -0.054425 6.168867 -2.717669
115 H 8.880806 0.021760 -0.701850
116 H -7.464952 -1.358195 0.514001
117 O 3.029141 2.836565 -1.682716
118 H 1.412733 8.232456 -5.516220
119 H 0.890993 0.070445 5.627251
120 H 4.712706 -0.345339 -0.345089
121 H -0.445619 4.792077 -4.984889
122 H 0.455196 2.615468 -0.883339
123 C 1.902664 8.845593 -4.753060
124 C -3.066580 2.039059 5.254663
125 H -0.063212 -3.156240 1.727303
126 C -1.185603 -6.867181 2.173242
127 H 2.389131 2.175670 -1.962939
128 H -3.942650 1.807210 4.658597
129 H -5.238551 -0.637875 2.281102
130 H -4.006412 -8.694599 0.257923
131 H 1.048823 1.264870 3.508664
132 H -7.331868 -1.213402 2.323276
133 H -2.601791 0.791648 -1.053417
134 O 1.257424 -2.730137 4.236336
135 H -0.262974 5.546906 -1.941884
136 H 1.333360 -3.911728 -2.266090
137 C 0.375654 8.598521 -2.956642
138 C 4.551536 -2.707321 2.771507
139 O -1.632182 -4.549243 1.781535
140 H -1.206799 6.886559 -4.296371
141 H 1.976980 2.662031 1.674759
142 N 0.600485 0.353039 3.449769
143 C -4.277296 -7.211501 -2.561503

Cartesian forces, eV/Å:
H -0.23 0.40 0.61
H 0.71 0.71 1.78
H -0.14 -0.34 0.11
H -0.07 0.36 -0.01
H 0.08 -0.60 0.10
O -0.64 0.01 -1.16
C 0.70 -0.69 -1.29
C 0.89 1.63 -0.90
H -0.15 -0.08 0.12
N 0.01 0.01 0.17
H -0.16 0.00 0.03
H 0.12 -0.59 -0.09
C -1.72 -0.57 1.52
H -0.50 0.30 -0.03
H 0.10 0.69 -0.53
H 0.07 0.10 -0.27
C 1.20 -0.61 -1.15
H -0.29 0.82 -0.23
H -0.05 -0.29 -0.13
H -0.14 0.07 0.61
H -0.68 0.53 0.57
O -0.57 0.31 -0.25
H 0.25 0.23 0.09
C 0.41 -1.38 -0.04
H 0.39 0.37 0.10
C 0.47 0.04 -0.15
H 0.01 0.00 0.12
H 0.31 0.35 -0.41
H 0.02 0.13 0.14
C 0.23 -0.71 -1.06
H -0.19 -0.75 0.24
H -0.30 -0.47 0.33
O -0.67 0.29 -0.08
H -0.23 0.16 -0.46
C 0.68 0.18 -0.01
C 1.75 1.43 0.41
Cl 1.04 -0.60 -0.22
H -0.30 0.26 -0.14
N -1.02 0.76 0.37
H -0.09 0.09 0.25
O -0.19 -0.47 0.94
H 0.00 -0.16 -0.28
O 0.11 0.08 0.05
H 0.21 0.15 0.25
O -0.15 0.48 0.13
H -0.04 -0.23 0.07
H -0.21 -0.03 -0.13
H 0.00 -0.43 0.16
H -0.50 0.13 -0.45
C -0.28 -1.33 -0.35
H -0.32 -0.06 0.28
C 1.15 -2.17 -0.31
H 0.03 0.63 0.15
H -0.15 -0.22 0.44
H 0.07 0.72 0.17
H -0.46 0.62 0.09
H -0.35 -0.34 0.08
C 0.70 0.16 0.55
N -0.19 0.48 -0.76
O 1.01 -0.39 0.18
O -0.02 -0.17 0.11
C 0.77 -1.24 -0.14
H -0.06 -0.75 0.50
O -1.18 0.87 0.28
H -0.22 -0.01 0.04
H 0.10 0.14 -0.88
H -0.36 0.20 -0.17
H 0.01 0.03 -0.17
C 0.48 -0.03 0.81
O -0.37 0.35 -0.20
H 0.26 0.19 0.60
H 0.34 0.22 -0.73
C -0.05 -0.34 0.18
O -0.23 -0.01 0.64
H 0.03 -0.01 -0.18
C -0.57 -0.33 0.20
H -0.30 0.09 -0.04
C -0.20 2.01 -0.42
H 0.60 -0.03 -0.35
H 0.35 -0.18 0.74
H 0.12 0.00 -0.04
H -0.03 0.34 -0.37
H -0.17 0.04 -0.44
H 0.03 0.03 0.06
O 0.00 0.40 -0.41
H 0.30 0.31 -0.11
C -0.82 -0.58 0.04
H 0.10 -0.01 0.00
O -0.21 -0.05 -0.26
H -0.12 -0.32 -0.18
H -0.10 -0.33 0.13
C -0.81 0.20 -0.84
H -0.03 -0.05 0.09
C 0.07 -1.64 -0.42
C -0.34 -0.67 1.17
O -0.05 -0.12 -0.14
O -0.02 0.04 -0.04
H -0.04 0.56 -0.01
H -0.11 -0.03 -0.18
H 0.01 -0.09 -0.16
H 0.85 0.50 0.28
H 0.14 0.11 -0.17
H 0.49 -0.05 0.17
H 0.00 0.32 0.39
O 0.13 0.04 -1.42
H 0.36 0.02 0.04
H -0.50 0.37 -0.46
C 0.08 -0.17 -0.35
H 0.10 -0.04 0.28
C 0.28 1.10 0.56
O -0.81 0.33 -0.56
H 0.21 -0.07 0.37
C -0.67 -1.30 -0.62
N -0.22 0.71 1.11
H -0.30 -0.73 -0.11
H -0.06 0.55 0.23
O 0.26 0.00 0.26
H 0.25 -0.05 -0.15
H 0.49 0.20 -0.36
H -0.17 0.33 -0.49
H 0.43 -0.62 0.36
H 0.08 -0.14 0.04
C -0.74 1.00 0.10
C 0.94 -0.10 0.67
H -0.89 -1.19 -1.27
C -0.81 -0.20 0.63
H 0.06 0.05 -0.23
H -0.05 0.30 -0.10
H 0.03 -0.03 0.13
H 0.25 0.22 0.36
H 0.44 -0.18 -0.96
H -0.26 -0.04 0.06
H 0.01 0.05 -0.15
O -0.75 0.21 0.85
H 0.65 -0.59 -0.15
H -0.22 0.04 -0.06
C -0.10 0.38 -0.44
C 1.06 -0.03 0.60
O 0.07 -0.22 0.53
H -0.36 -0.02 -0.02
H -0.08 0.14 -0.17
N -0.23 0.21 1.53
C 0.65 -0.64 -0.32

Mulliken population analysis, charges in e, atoms 1 to 8:
1 H 0.252
2 H -0.491
3 H 0.382
4 H 0.239
5 H 0.250
6 O -0.120
7 C -0.747
8 C -0.071